# 1
{"formula": "C24H38GeN4O2PtSSi", "method": "ωB97M-V/def2-TZVPD", "e_homo_ev": -8.045, "largest_force_ev_per_a": 0.775, "de_lowest_kcal_mol": 0.0, "elements": ["H", "H", "N", "C", "C", "H", "C", "N", "H", "C", "H", "C", "N", "H", "C", "H", "H", "C", "C", "C", "H", "Pt", "C", "H", "H", "H", "H", "O", "H", "H", "C", "C", "H", "C", "H", "H", "Si", "H", "C", "C", "H", "H", "H", "C", "H", "C", "C", "S", "H", "C", "H", "H", "H", "C", "H", "H", "H", "H", "H", "H", "N", "O", "H", "H", "H", "H", "C", "C", "C", "H", "C", "Ge"], "coordinates": [[-0.491812, 5.924769, -2.781152], [-0.047924, 4.432859, -6.210261], [-1.103086, 3.318346, -3.534103], [0.640101, -1.312938, -0.963337], [-0.801668, 4.092767, -6.920641], [0.881554, 5.331410, 2.806574], [-3.096052, -3.372769, -0.554157], [-0.631092, 3.201682, -2.268505], [-4.030169, -3.907911, -0.438152], [0.992997, 3.248962, 2.296148], [-2.387883, 3.979074, -5.462511], [1.980907, -4.189198, 0.905465], [-1.403063, 2.170634, -5.483326], [-1.211097, 4.963664, -7.433955], [4.114553, -2.017661, 1.079422], [-1.726823, -0.324964, -0.007641], [2.381569, -5.157653, 1.216137], [-1.114490, -3.530476, 2.651092], [-1.806149, -1.360057, -0.311450], [1.488322, -1.477071, 2.492085], [1.312402, -0.795131, 1.655661], [-0.015552, 1.522830, -1.529658], [-0.791833, -3.333240, -1.236384], [-1.103939, 6.305423, -1.161172], [3.796678, -2.873992, 4.230008], [-1.188386, 1.340833, -6.011554], [-1.638741, 0.157282, 3.950447], [1.602126, -1.908911, -1.401643], [3.730910, -1.547870, 0.170858], [-1.170624, 0.258508, 2.245896], [-3.004511, -2.043704, -0.166054], [-0.694528, -2.000936, -0.845045], [2.254299, -4.017080, -0.135668], [3.321513, -3.613767, 3.581156], [2.026015, -0.902413, 3.258814], [0.087803, -3.815991, -1.640522], [2.695164, -2.830498, 1.988295], [-0.065416, 5.980065, 0.612090], [-0.070810, 3.974495, -0.134473], [0.745566, 2.320681, 1.297357], [-2.481354, -0.810416, 2.732982], [-0.313635, 3.459861, -7.663081], [4.602026, -1.253100, 1.689680], [-0.944961, 2.194568, -4.224714], [-3.865960, -1.539565, 0.253898], [-1.508495, -0.417597, 3.031948], [-0.609533, 4.238045, -1.485078], [-0.145583, 0.731784, -3.657648], [1.413697, 2.918340, 3.234436], [0.694513, 4.578599, 2.052756], [2.504996, -4.074295, 4.144198], [-2.119408, 5.455699, -2.338681], [0.893489, -4.251453, 0.945865], [0.158954, 4.945899, 0.824981], [4.054969, -4.395303, 3.369601], [0.359086, -1.146729, 5.671973], [-2.057803, -5.054275, -1.392813], [-1.327338, -3.459583, 1.582792], [-2.062930, -3.647412, 3.179443], [-0.885943, -2.401005, 5.740976], [0.228603, 2.675047, 0.128572], [0.703014, -0.069097, -0.533706], [0.965905, 1.268314, 1.418207], [-2.669550, 2.994496, -6.893298], [0.802230, -2.841965, 5.452667], [-0.510311, -4.419590, 2.830546], [-1.988141, -4.016905, -1.091448], [-1.904934, 3.336659, -6.194778], [-1.104554, 5.562984, -1.953829], [4.871030, -2.750280, 0.787108], [0.034896, -2.096016, 5.241808], [-0.243778, -1.905747, 3.308469]], "forces_ev_per_a": [[0.0, 0.0, 0.0], [0.0, 0.0, 0.0], [0.1, -0.1, -0.2], [0.1, 0.1, -0.3], [0.0, 0.0, 0.0], [0.0, 0.0, 0.0], [0.0, 0.0, 0.0], [-0.1, 0.2, 0.1], [0.0, 0.0, 0.0], [0.0, 0.1, 0.0], [0.0, 0.0, 0.0], [0.0, 0.0, 0.0], [0.1, 0.0, 0.0], [0.0, 0.0, 0.0], [0.0, 0.0, 0.0], [0.0, 0.0, 0.0], [0.0, 0.0, 0.0], [0.0, 0.0, 0.0], [0.0, 0.0, 0.0], [0.0, 0.0, 0.0], [0.0, -0.1, -0.1], [0.6, -0.4, 0.1], [0.0, 0.0, 0.0], [0.0, 0.0, 0.0], [0.0, 0.0, 0.0], [0.0, 0.0, 0.0], [0.0, 0.0, 0.0], [0.0, 0.0, 0.1], [0.0, 0.0, 0.0], [0.0, 0.0, 0.0], [0.0, 0.0, 0.0], [0.0, 0.0, 0.1], [0.0, 0.0, 0.0], [0.0, 0.0, 0.0], [0.0, 0.1, 0.0], [0.0, 0.0, 0.0], [0.0, 0.0, 0.1], [0.0, 0.0, 0.0], [-0.1, -0.1, -0.1], [0.0, 0.0, 0.1], [0.0, 0.0, 0.0], [0.0, 0.0, 0.0], [0.0, 0.0, 0.0], [0.1, 0.1, 0.1], [0.0, 0.0, 0.0], [0.0, 0.0, 0.0], [0.0, -0.1, 0.0], [-0.5, 0.2, -0.1], [0.0, 0.0, 0.0], [0.0, -0.1, 0.0], [0.0, 0.0, 0.0], [0.0, 0.0, 0.0], [0.0, 0.0, 0.0], [0.0, 0.0, 0.0], [0.0, 0.0, 0.0], [0.0, 0.0, 0.0], [0.0, 0.0, 0.0], [0.0, 0.0, 0.1], [0.0, 0.0, 0.0], [0.0, 0.0, 0.0], [-0.2, 0.4, 0.0], [0.0, -0.1, 0.1], [0.0, 0.0, -0.1], [0.0, 0.0, 0.0], [0.0, 0.0, 0.0], [0.0, 0.0, 0.0], [0.0, 0.0, 0.0], [0.0, 0.0, 0.0], [0.0, 0.0, 0.0], [0.0, 0.0, 0.0], [0.0, 0.0, 0.0], [0.0, 0.0, 0.0]], "lowdin_charge": [0.091, 0.071, 0.022, -0.614, -0.085, 0.114, -0.093, -0.219, 0.102, -0.027, 0.103, -0.165, -0.022, 0.072, -0.178, 0.086, 0.032, -0.207, -0.052, -0.347, -0.014, 0.981, -0.030, 0.065, 0.029, 0.119, 0.014, 0.065, 0.022, -0.011, -0.086, -0.147, 0.023, -0.190, 0.030, 0.117, 0.438, 0.108, -0.194, -0.087, 0.012, 0.072, 0.028, -0.762, 0.104, -0.204, -0.251, 0.607, 0.114, -0.040, 0.017, 0.088, 0.002, 0.001, 0.027, 0.016, 0.104, -0.011, 0.025, 0.017, -0.061, -0.317, 0.092, 0.114, 0.005, 0.019, -0.078, -0.242, -0.018, 0.032, -0.224, 0.778]}

# 2
{"formula": "C5H10N", "method": "ωB97M-V/def2-TZVPD", "e_homo_ev": [-12.244, -13.533], "charge": 1, "largest_force_ev_per_a": 7.655, "de_lowest_kcal_mol": 135.7, "elements": ["H", "H", "H", "C", "C", "N", "H", "C", "C", "H", "H", "C", "H", "H", "H", "H"], "coordinates": [[-1.572397, 2.142826, -1.347734], [-1.315912, 2.176214, 0.313207], [2.200381, -0.067475, -0.118896], [0.630930, -0.926827, 1.233966], [-0.124667, 0.730004, -0.383525], [-1.375298, 1.505292, -0.531715], [0.715370, -2.110930, 1.287915], [1.973072, -0.383656, 0.887008], [0.049778, -0.322991, -1.302060], [2.712640, -0.326842, 1.567183], [-1.459737, -0.792814, 0.258491], [-0.489675, -0.589403, 0.223724], [-0.571248, -0.532013, -2.162405], [0.123396, -0.578634, 2.154072], [1.031378, -0.674174, -1.491825], [-2.301233, 0.992537, -0.552702]], "forces_ev_per_a": [[1.3, -0.5, 0.5], [-0.8, -1.3, -1.5], [0.1, -0.1, 0.1], [-1.4, -2.9, -0.7], [-1.8, -0.1, 0.3], [-1.7, 3.4, 0.4], [0.0, 2.1, 0.4], [-3.5, 0.3, -2.0], [-0.4, -1.3, -0.1], [2.3, 0.1, 2.3], [-3.8, -1.3, 0.8], [7.2, 2.1, -1.5], [-0.4, 0.3, 0.1], [1.1, -0.2, 0.1], [0.8, -0.5, 0.1], [1.3, 0.0, 0.8]], "lowdin_charge": [0.187, 0.211, 0.053, -0.210, -0.203, 0.164, 0.169, 0.147, -0.027, 0.034, 0.082, -0.142, 0.119, 0.132, 0.094, 0.189]}

# 3
{"formula": "C6H10NS", "method": "ωB97M-V/def2-TZVPD", "smiles": "C[N@@+]1(S)C=CC=CC1", "e_homo_ev": -13.305, "charge": 1, "largest_force_ev_per_a": 4.318, "de_lowest_kcal_mol": 60.8, "elements": ["H", "C", "C", "S", "H", "N", "H", "C", "C", "H", "H", "H", "H", "H", "C", "C", "H", "H"], "coordinates": [[1.202844, -0.333128, 1.298733], [0.341910, 2.182753, -0.306730], [1.154968, -0.139731, 0.151354], [-0.091838, -1.044048, -2.036840], [0.398573, 3.194559, -0.477543], [-0.257007, -0.605545, -0.068247], [2.370564, 1.472932, -0.195803], [-0.702789, -1.920111, 0.446361], [-1.007761, 1.740548, -0.096039], [-1.966112, 2.315300, 0.182117], [-2.249603, 0.151914, 0.348688], [1.800032, -0.810594, -0.442502], [-1.787924, -2.172550, 0.070165], [0.072136, -2.666642, 0.471097], [1.353019, 1.257836, -0.240702], [-1.259154, 0.434401, 0.066613], [-0.524669, 0.013576, -2.629316], [-0.897680, -1.814775, 1.475584]], "forces_ev_per_a": [[0.9, 0.6, -1.6], [0.8, -2.6, 0.0], [-1.2, -1.7, 2.5], [0.2, -1.8, 1.4], [1.1, 2.1, -0.5], [-0.6, 0.3, -4.3], [1.5, 1.0, -0.4], [-2.2, 0.0, 0.2], [-1.9, -1.3, 1.5], [2.1, -0.1, -0.9], [-0.3, -0.8, 0.0], [-0.1, 0.2, 0.8], [2.6, 0.2, 0.0], [0.2, -0.4, -1.1], [-2.4, 1.6, 0.6], [0.1, 0.5, 0.4], [-0.7, 1.7, -0.3], [-0.1, 0.7, 1.6]], "lowdin_charge": [0.187, -0.024, -0.192, 0.905, 0.093, -0.403, 0.107, -0.078, -0.040, 0.166, 0.125, 0.111, 0.156, 0.105, -0.032, -0.120, -0.151, 0.084]}

# 4
{"formula": "C20H29N2PdS2Si", "method": "ωB97M-V/def2-TZVPD", "e_homo_ev": [-10.911, -11.021], "charge": 1, "largest_force_ev_per_a": 2.428, "de_lowest_kcal_mol": 3.1, "elements": ["C", "H", "H", "H", "H", "C", "H", "H", "H", "H", "H", "C", "C", "C", "H", "Si", "C", "N", "H", "H", "C", "H", "C", "H", "H", "S", "H", "H", "C", "C", "H", "C", "H", "H", "Pd", "C", "C", "C", "C", "H", "H", "C", "H", "N", "S", "C", "C", "H", "H", "H", "H", "C", "H", "C", "H"], "coordinates": [[-1.678624, -1.811794, 1.011784], [4.773999, 2.361055, -2.019205], [0.056152, 0.022610, 6.607625], [2.602121, -1.121112, -0.755418], [3.868258, -0.149530, -0.003327], [2.208545, 1.003296, -3.409870], [-4.163554, 1.358197, -3.766494], [-2.208866, -1.857196, 3.495598], [-2.530419, -0.410591, -3.343173], [4.013905, -0.671897, -1.688351], [-4.503253, 3.157618, -2.084450], [-3.045243, 2.360551, -0.735239], [-1.933206, 0.348500, -1.422011], [-0.033903, -0.282433, 5.574210], [0.206084, 2.226010, -1.304793], [2.585690, 1.298927, -1.599232], [-1.307983, -1.344446, 3.803684], [-0.978681, -0.725359, -1.158933], [-0.007174, -0.334044, -2.986711], [-3.165343, 3.152050, -0.005032], [-1.184942, -0.922737, 5.127161], [-2.646971, -2.000955, -0.879492], [-3.789838, 2.364909, -1.902201], [1.462044, -2.661521, 1.919293], [1.293327, 1.508238, -3.732444], [2.044305, 0.146426, 2.214456], [0.767023, -2.941915, 0.326557], [-1.078383, -2.787034, -0.796085], [-1.629452, -1.895438, -0.498523], [1.062754, 1.949130, -0.696796], [0.030751, -3.692990, 1.755368], [-2.108657, 1.357530, -0.482566], [3.485657, 3.564611, -1.868940], [1.870035, 0.518240, 4.989595], [0.653906, 0.103482, 0.248015], [3.315953, -0.306075, -0.930290], [0.530779, -2.795373, 1.378052], [3.875552, 2.630521, -1.456597], [-0.300403, -1.191312, -2.389897], [-2.305357, -0.975310, 1.311927], [3.029023, 1.413821, -4.005283], [0.855398, -0.390518, 3.327937], [-2.115987, -2.738860, 1.397746], [-0.332071, -1.598069, 1.555991], [-1.159764, 1.465532, 0.999392], [-2.669699, 0.366523, -2.601566], [-0.286629, -1.124076, 2.904424], [-0.939353, -1.841839, -2.991556], [4.162208, 2.811876, -0.417560], [2.126686, -0.056388, -3.659174], [0.590619, -1.755452, -2.116194], [0.978863, -0.012197, 4.679135], [-1.997388, -1.112707, 5.817601], [-3.597033, 1.365864, -2.844967], [1.248539, 2.653654, 0.106814]], "forces_ev_per_a": [[0.1, 0.3, -0.1], [0.0, 0.0, 0.0], [0.0, 0.0, 0.0], [0.0, -0.2, 0.0], [0.0, -0.1, 0.0], [-0.1, 0.1, -0.1], [0.0, 0.0, 0.0], [0.0, 0.0, 0.0], [0.0, 0.0, 0.0], [0.0, 0.0, 0.0], [0.0, 0.0, 0.0], [0.0, 0.1, 0.1], [-0.1, -0.1, -0.1], [-0.4, -0.3, 0.0], [0.0, 0.0, 0.0], [0.5, 0.4, -0.5], [0.0, -0.1, 0.3], [0.7, 0.5, 0.0], [0.0, 0.0, 0.0], [0.0, 0.0, -0.1], [0.1, 0.0, 0.1], [0.0, 0.0, -0.1], [0.0, -0.1, 0.0], [0.0, 0.1, 0.0], [0.1, 0.0, 0.0], [0.1, 0.6, -1.8], [0.0, 0.0, -0.1], [0.0, 0.0, -0.1], [0.0, -0.2, 0.1], [0.4, -1.2, 0.5], [0.0, 0.0, 0.0], [0.0, 0.1, -0.1], [0.1, 0.0, 0.0], [-0.1, 0.1, 0.0], [-1.9, 0.5, 1.4], [-0.2, 0.1, 0.3], [-0.2, -0.1, 0.2], [0.1, 0.1, 0.0], [0.0, 0.0, 0.0], [0.0, 0.0, 0.1], [0.0, 0.0, 0.0], [-1.2, -0.3, 0.9], [0.0, 0.0, 0.0], [0.7, -0.2, -0.8], [1.0, -0.6, -0.2], [0.0, -0.2, 0.0], [0.7, 0.4, 0.8], [0.0, 0.0, 0.0], [0.0, 0.0, 0.0], [0.0, 0.0, 0.0], [0.0, 0.0, 0.0], [0.0, 0.0, -0.8], [0.0, 0.0, 0.0], [0.0, 0.0, 0.0], [0.0, 0.2, -0.1]], "lowdin_charge": [-0.190, 0.044, 0.115, -0.002, 0.013, -0.180, 0.115, 0.114, 0.117, 0.054, 0.116, -0.092, -0.282, -0.064, 0.017, 0.405, -0.013, -0.199, 0.074, 0.111, -0.047, 0.145, -0.058, 0.081, 0.036, 0.777, 0.074, 0.117, -0.137, -0.258, 0.107, -0.566, 0.044, 0.108, 0.647, -0.207, -0.042, -0.175, -0.062, 0.098, 0.043, -0.620, 0.136, -0.246, 0.845, -0.017, -0.322, 0.101, 0.041, 0.026, 0.086, -0.093, 0.113, -0.054, 0.009]}

Number 1: calculated total energy -4190.8455 Eh. Number 2: calculated total energy -250.7891 Eh. Number 3: calculated total energy -687.1857 Eh. Number 4: calculated total energy -2102.5216 Eh.